No. 1
Molecular formula: C2H2ClF
Method: DFT, wB97M-V/def2-TZVPD

Output
orbital gap (alpha / beta) = 7.83 / 7.58 eV
total charge = 0
energy above the lowest of the compared OMol25 structures with the same formula, charge and spin = 4.456 eV
HOMO (alpha / beta) = -9.679 / -9.481 eV

Last column: natural (NBO) charge in e.
Element x y z (Å)
1 F -2.9008 -1.4215 -0.3736  -0.74
2 Cl -1.5660 -0.4273 -2.7534  0.37
3 C -0.8766 -0.3870 -1.3630  0.26
4 C -0.2099 -0.0243 -0.3373  -0.50
5 H -0.4413 -0.5764 0.6431  0.34
6 H 0.4187 0.8223 -0.4814  0.27

=====

No. 2
Molecular formula: C18H66N8O15
Method: DFT, wB97M-V/def2-TZVPD

Output
orbital gap = 8.38 eV
total charge = 0
energy above the lowest of the compared OMol25 structures with the same formula, charge and spin = 0.997 eV
HOMO = -8.380 eV

Last column: Löwdin charge in e.
Element x y z (Å)
1 O -2.4729 0.8100 1.8134  -0.13
2 O 3.4621 2.3340 -4.5656  -0.08
3 C -1.5249 -0.6460 5.4824  -0.07
4 H 1.3881 5.2200 -0.6576  0.11
5 H 2.1271 4.6690 1.6804  0.05
6 H -1.5269 1.5590 -1.8386  0.05
7 H 2.0781 -4.5220 1.9084  0.08
8 O 4.0691 -0.4710 1.6674  -0.15
9 C 0.5211 0.0770 0.4114  -0.11
10 H -0.5079 -0.2410 0.4864  0.05
11 H -2.3579 0.0030 5.1864  0.09
12 H -5.0929 -3.5290 1.4664  0.10
13 C 1.8401 4.2630 -0.3826  -0.29
14 N -2.0619 -4.3470 0.9324  0.11
15 C 2.2411 1.7880 -4.1986  -0.17
16 H -0.6179 -1.7430 2.5494  0.01
17 H -1.8109 -2.3610 4.2884  0.09
18 H -0.7049 -2.6240 0.1344  0.06
19 N -0.2539 -3.1260 0.9484  0.15
20 O -0.0389 1.7690 3.8164  -0.10
21 C 4.4901 1.5060 -1.1216  -0.16
22 H 2.2751 0.7160 -4.4856  0.09
23 H -0.1579 -2.0550 4.6784  0.11
24 C 3.4291 0.5150 2.4224  -0.14
25 H -4.4029 -0.9140 -1.1666  0.13
26 C -3.2489 1.6630 1.0064  -0.62
27 C 0.2781 2.7950 2.8934  -0.18
28 C -1.0879 -1.5720 4.3824  -0.28
29 H 4.9791 -0.1790 1.4694  0.11
30 H -2.9349 1.5250 -3.6736  0.08
31 H -2.6869 -1.2470 2.0264  0.06
32 H -0.3899 2.6930 2.0634  0.04
33 H -2.9789 -2.8580 1.3624  0.06
34 H 3.4681 -2.3360 -0.9736  0.09
35 H -2.5879 -5.1900 1.3794  0.18
36 N -3.4099 2.8420 1.5014  0.19
37 H -0.2769 1.0440 3.2814  -0.01
38 H 2.4581 3.9940 -1.2486  0.10
39 N -3.5819 1.4650 -0.1766  0.19
40 H -1.7349 -1.2340 6.3734  0.08
41 O -1.1939 -1.8410 -1.2116  -0.10
42 H -4.0329 2.2310 -0.6876  0.14
43 H 1.2211 -2.2080 -2.5606  0.09
44 H 0.6871 -0.4730 -5.8316  0.10
45 H 3.3511 3.5450 1.0284  0.06
46 H 1.3191 2.3150 -4.5316  0.10
47 C 2.4831 -2.6130 -1.3406  -0.14
48 N -3.3199 -1.9710 1.7464  0.14
49 H -2.2169 -4.2990 -0.1046  0.15
50 H 2.1881 1.8960 -3.1476  0.05
51 O 0.6991 3.3750 -0.1786  -0.09
52 C -2.4019 -1.3750 -1.6706  -0.59
53 H 0.2801 -2.0260 -5.2776  0.10
54 H -3.3009 -1.4310 0.0884  0.09
55 H 2.6251 -3.4200 -2.0846  0.12
56 H 2.4431 0.1550 2.6964  0.08
57 H 1.0291 -0.5520 -3.6296  0.03
58 O 0.8991 0.5240 -0.8876  -0.11
59 N -5.3699 -2.6990 1.9904  0.13
60 C -4.5349 -1.7250 2.2084  -0.65
61 H 1.2831 -0.1530 -1.4176  0.01
62 H 3.9731 0.6340 3.3854  0.10
63 H 5.5151 1.4050 -0.7286  0.08
64 H -1.6859 2.9320 -5.5856  0.09
65 H 1.0231 -0.8290 0.6314  0.04
66 H -1.6079 -0.7240 -3.2486  0.10
67 H 4.5901 2.3760 -1.7486  0.08
68 H 3.5631 -4.1220 2.7094  0.08
69 C -0.0209 -0.9730 -5.1056  -0.18
70 C 2.8501 -3.7480 1.9794  -0.15
71 H -1.5719 1.2690 -4.4936  0.06
72 H -0.6759 -0.0150 5.6534  0.05
73 C -2.0159 2.0490 -3.9416  -0.32
74 H 1.3041 2.7940 2.3844  0.06
75 C -1.2789 2.2640 -2.6156  -0.05
76 H -0.9989 -0.8320 -5.4596  0.06
77 H -0.2379 2.3370 -2.7026  0.03
78 H -4.0789 3.4350 1.0824  0.10
79 H -6.4329 -2.5860 2.2084  0.17
80 H 3.8291 -0.3090 -1.3596  0.03
81 O -0.6609 -4.4460 2.8234  -0.10
82 C 2.6911 4.4100 0.8274  -0.10
83 H -3.3759 -0.4210 -3.2066  0.12
84 N -3.4809 -1.2640 -0.9456  0.15
85 H 3.2981 5.3450 0.7204  0.09
86 H -3.0889 2.9510 2.4534  0.13
87 O 0.1261 -0.4770 -3.8476  -0.13
88 O 1.9261 -1.6890 -2.1656  -0.14
89 H 1.8171 -2.8310 -0.5526  0.05
90 H -3.2489 0.5750 -0.6186  0.09
91 H 0.1071 3.8060 3.2434  0.08
92 H 4.0241 1.5850 -4.6116  0.06
93 O -2.2589 3.1140 -4.8236  -0.04
94 O 2.3071 -2.4650 2.1314  -0.16
95 H 0.9951 2.5500 -0.5866  0.03
96 H 3.3341 -3.6840 0.9814  0.07
97 H 3.0131 -1.8070 2.2914  0.05
98 H 3.7471 1.6110 -0.2486  0.08
99 O -4.9679 -0.5960 2.7714  -0.08
100 N -2.5559 -0.8740 -2.8326  0.19
101 H -1.5919 3.1750 -2.2146  0.06
102 H 0.6001 0.7710 1.2724  0.07
103 H 3.4901 1.4630 1.8234  0.07
104 H 0.7571 -2.8940 1.2014  0.09
105 O -0.8789 -1.0010 3.0604  -0.11
106 O 4.0571 0.4370 -1.8876  -0.10
107 C -1.0089 -4.0070 1.5724  -0.67

=====

No. 3
Molecular formula: C34H44N4O3Zr
Method: DFT, wB97M-V/def2-TZVPD

Output
orbital gap = 6.94 eV
total charge = +2
energy above the lowest of the compared OMol25 structures with the same formula, charge and spin = 0.000 eV
HOMO = -13.646 eV

Last column: Löwdin charge in e.
Element x y z (Å)
1 H 0.9049 3.3443 3.8214  0.09
2 H -0.1090 -2.2169 0.7738  0.08
3 H 3.1200 4.2241 -0.5594  0.14
4 H -2.5685 -3.8896 1.1995  0.09
5 H 3.6773 0.8702 -3.2388  0.14
6 H -2.2286 -1.0003 1.8091  0.10
7 H -2.1142 -0.8786 -5.4990  0.09
8 C -1.3245 1.8241 3.1617  -0.13
9 C -1.1515 -2.4243 0.4499  -0.40
10 H 1.4706 -1.9750 -5.0222  0.08
11 H 1.5800 2.2657 5.0421  0.09
12 H 5.4484 -0.4874 2.3848  0.10
13 C -2.0817 -3.8857 -2.9175  -0.03
14 C -0.7236 -1.9152 -3.3168  -0.12
15 H 5.3099 -1.7353 3.6409  0.11
16 H 4.3013 3.1877 -2.5140  0.13
17 C 2.2778 0.6525 -1.6391  -0.16
18 N 1.7150 1.2030 -0.5694  0.01
19 C -1.5251 -3.6113 1.3409  -0.04
20 C -2.1900 2.1769 0.8793  -0.16
21 O 2.2228 -1.4653 -2.7094  0.15
22 H 0.3487 -0.3820 3.2969  0.04
23 H 3.5501 0.1582 1.5494  0.16
24 C -1.1447 -2.6978 -1.0474  -0.15
25 C -3.4774 2.2138 1.3954  0.00
26 H -2.8236 1.7738 4.6840  0.13
27 C 3.0585 -0.8013 1.7102  -0.20
28 C 0.5986 -1.4688 -5.4310  -0.05
29 N 0.3918 -0.8099 -1.4144  -0.07
30 H 5.8099 -2.1855 1.9960  0.11
31 H -0.7632 4.1658 -0.3747  0.07
32 H -2.0632 -0.3475 0.1421  0.04
33 Zr 0.2000 -0.0123 0.5167  1.85
34 H -2.1401 0.2498 -4.1467  0.07
35 H 1.7424 1.8700 3.3353  0.06
36 C -1.5059 -0.1788 -4.9248  -0.04
37 C -2.1461 -1.2725 0.7510  -0.07
38 C 3.5682 2.6197 -1.9564  0.03
39 H 2.2934 -3.2168 1.9615  0.09
40 C -1.9560 2.3338 -0.6149  -0.38
41 H 0.7491 -0.2427 4.9942  0.09
42 H -3.9824 2.5291 -1.3779  0.09
43 H -1.3591 3.8765 -2.0205  0.10
44 C 1.9924 2.4529 -0.1862  -0.14
45 C 1.0539 2.9426 0.8938  -0.45
46 C -1.1109 2.0007 1.7792  -0.20
47 H 0.2969 -0.0969 -3.8183  0.11
48 H -1.6788 -3.0670 -4.8416  0.12
49 C -0.0144 0.0128 4.2578  -0.04
50 H -2.4313 -4.4080 -0.8795  0.11
51 H -4.3208 2.3532 0.7347  0.12
52 H 3.1038 -3.2223 3.5497  0.12
53 H -2.6770 -4.7011 -3.3045  0.12
54 H -2.4576 4.4227 -0.7518  0.11
55 H -0.9036 -4.4758 1.1133  0.10
56 C -1.5975 3.7840 -0.9606  -0.02
57 O 1.0687 4.0558 1.3373  0.15
58 H -3.4573 0.8518 -1.2319  0.08
59 C -2.6346 1.8813 3.6230  -0.01
60 H -0.6905 1.8017 5.1451  0.14
61 O 1.8270 -0.9417 1.3963  -0.21
62 C -1.9294 -3.7250 -1.5499  -0.02
63 C -0.4851 -1.8339 -1.9385  -0.15
64 C 1.0682 2.2995 4.0803  -0.05
65 H 0.0345 -2.1881 -6.0266  0.08
66 C 2.9277 3.2044 -0.8644  0.06
67 C -1.5063 -2.9720 -3.7774  0.00
68 C -3.6974 2.0808 2.7570  -0.01
69 H -1.3953 -3.3528 2.3926  0.09
70 C -0.2764 -0.8733 -4.3279  -0.37
71 H -1.1975 0.6207 -5.5991  0.09
72 H 0.9351 -0.6825 -6.1077  0.09
73 H -3.1237 -1.6260 0.4192  0.13
74 C -0.2452 1.5250 4.1870  -0.35
75 C -3.1256 1.8630 -1.4773  -0.05
76 N 3.7739 -1.7508 2.2187  -0.12
77 N 0.1957 1.9028 1.2051  -0.12
78 H -4.7060 2.1306 3.1459  0.12
79 H 3.9582 -3.8208 2.1132  0.11
80 C 3.2389 -3.0904 2.4769  0.03
81 H -2.8329 1.8777 -2.5264  0.08
82 H -1.0810 1.7181 -0.9099  0.09
83 C 1.6556 -0.6741 -2.0066  -0.45
84 C 3.2363 1.3316 -2.3661  0.06
85 C 5.1781 -1.5212 2.5821  0.02
86 H -0.9294 -0.5282 4.5026  0.09

=====

No. 4
Molecular formula: C2H5N3O
Method: DFT, wB97M-V/def2-TZVPD

Output
orbital gap = 10.31 eV
total charge = 0
energy above the lowest of the compared OMol25 structures with the same formula, charge and spin = 3.445 eV
SMILES = [H]/N=C/N(N)C=O
HOMO = -9.879 eV

Last column: natural (NBO) charge in e.
Element x y z (Å)
1 N -0.3035 0.3329 0.0428  -0.31
2 H 1.1194 1.3219 0.7698  0.36
3 N 1.8028 -0.7953 -0.0459  -0.70
4 O -2.1929 -0.9648 0.1290  -0.59
5 H -0.1082 -1.6882 0.2170  0.20
6 H 2.1833 -1.7475 0.1183  0.37
7 C -1.6826 0.2024 -0.1645  0.50
8 H -2.3420 1.0767 -0.3521  0.18
9 H 0.7271 1.5068 -0.7177  0.34
10 C 0.5445 -0.7711 -0.1181  0.25
11 N 0.2523 1.5262 0.1213  -0.60

=====

No. 5
Molecular formula: C6H14
Method: DFT, wB97M-V/def2-TZVPD

Output
orbital gap (alpha / beta) = 2.60 / 11.09 eV
total charge = -1
energy above the lowest of the compared OMol25 structures with the same formula, charge and spin = 0.490 eV
HOMO (alpha / beta) = 1.572 / -6.824 eV
spin multiplicity = 2

Last column: natural (NBO) charge in e.
Element x y z (Å)
1 C -1.1408 -1.4525 -2.3138  -0.70
2 H -0.3389 1.7602 3.1615  0.19
3 H 0.1912 -1.1867 1.4412  0.17
4 H 0.3932 1.5242 0.2502  0.18
5 H -1.4372 -1.0981 -3.3044  0.20
6 H 0.0514 0.3816 -2.1132  0.19
7 H 1.6747 -0.3045 1.4178  0.19
8 C -0.0162 1.0012 1.1248  -0.68
9 C -0.4017 -0.3861 -1.4895  -0.69
10 H 1.3896 1.6727 2.6519  0.19
11 H -1.0898 0.9561 0.9698  0.20
12 C 0.3602 1.8561 2.3288  -0.71
13 H 1.6343 -0.4403 -1.0078  0.18
14 H -2.0939 -1.7242 -1.8523  0.19
15 C 0.6995 -0.3539 0.9294  -0.42
16 H -0.5822 -2.3895 -2.3758  0.18
17 C 0.7381 -0.8504 -0.5317  -0.44
18 H 0.3586 2.9260 2.1034  0.20
19 H -1.2016 0.0445 -0.8857  0.20
20 H 0.8115 -1.9367 -0.5045  0.18

=====

No. 6
Molecular formula: C19H34BrFO9
Method: DFT, wB97M-V/def2-TZVPD

Output
orbital gap = 8.39 eV
total charge = 0
SMILES = C[C@H](Br)CC1=C(F)C(=O)OC1=O.COCCOCCOC.COCCOCCOC
HOMO = -9.287 eV

Last column: natural (NBO) charge in e.
Element x y z (Å)
1 O 3.1915 0.8712 6.2183  -0.54
2 O -1.1231 2.0015 -3.3760  -0.54
3 H -0.7165 -1.7530 0.2703  0.21
4 H 3.5911 -1.0991 6.6616  0.17
5 C -4.4540 -2.2849 0.0572  0.71
6 C 2.4850 1.3058 7.3560  -0.25
7 H 1.9341 -0.7671 6.0944  0.17
8 C 0.0523 -2.1954 0.9089  -0.65
9 C 3.4094 -0.8525 4.5467  -0.09
10 H -4.3940 1.3720 -2.9498  0.17
11 H -1.4220 -5.3427 0.5595  0.25
12 C -0.5577 1.4918 -4.5727  -0.09
13 H 0.4202 1.1040 -4.2798  0.19
14 H 3.5141 -1.9380 4.4927  0.19
15 C 5.7134 1.7839 2.3254  -0.25
16 C -2.5366 -3.5606 0.3633  -0.15
17 Br 1.5264 -4.6191 0.4857  -0.02
18 O -5.1174 -1.3934 -0.3498  -0.48
19 H -2.6878 2.9056 -2.5141  0.19
20 H 5.9309 0.8414 1.8089  0.16
21 C -3.2827 -2.9748 -0.5664  0.35
22 H 0.0019 -1.7095 1.8856  0.24
23 O 4.5544 1.6754 3.1176  -0.54
24 F -3.0770 -2.9248 -1.8509  -0.27
25 H 0.4186 2.1639 -6.3521  0.17
26 H 3.6446 0.6409 1.5741  0.17
27 H 1.3706 0.8886 2.6425  0.18
28 H -2.9702 0.3968 -2.5118  0.17
29 H 1.4036 1.1814 7.2238  0.16
30 O 2.4409 -0.5321 3.5597  -0.54
31 O -2.8700 -3.3552 2.7570  -0.49
32 H -0.9750 -4.3617 -0.8331  0.24
33 H -2.4130 4.1564 -7.5672  0.19
34 H 2.7942 0.7582 8.2545  0.16
35 H 2.1706 1.4574 4.1136  0.20
36 H 4.3780 -0.4048 4.3135  0.20
37 C 3.4038 1.3804 2.3489  -0.09
38 C -2.5133 2.2879 -3.3974  -0.09
39 H 3.0507 2.2977 1.8564  0.17
40 H 6.5418 2.0230 2.9891  0.19
41 C -0.1117 -3.7123 1.0538  -0.21
42 H -0.2508 -3.9827 2.0973  0.23
43 O -3.4887 0.3857 -4.5153  -0.55
44 H 5.6167 2.5806 1.5781  0.16
45 C -1.2583 -4.3145 0.2202  -0.47
46 H -3.9889 -1.3989 -5.3363  0.19
47 O -1.5328 2.8203 -6.3311  -0.54
48 H -4.9015 -0.9921 -3.8653  0.17
49 C -3.9183 -0.9467 -4.3487  -0.25
50 C -0.3306 2.5385 -5.6398  -0.09
51 H -1.2933 4.8799 -6.3899  0.16
52 C 2.9913 -0.5051 5.9573  -0.09
53 C -3.3909 1.0639 -3.2758  -0.09
54 C 2.2953 0.8386 3.2221  -0.09
55 H -1.1499 0.6655 -4.9729  0.20
56 H 0.0605 3.4511 -5.1716  0.17
57 H 1.0176 -1.9326 0.4776  0.24
58 H -3.1995 -1.5114 -3.7494  0.16
59 H -0.6587 3.9981 -7.8024  0.16
60 C -1.4616 4.0252 -7.0558  -0.25
61 H 2.7058 2.3622 7.4947  0.19
62 O -4.5422 -2.8119 1.3320  -0.50
63 H -2.7873 2.8680 -4.2815  0.20
64 C -3.2539 -3.2860 1.6388  0.77

=====

No. 7
Molecular formula: C4H12N3
Method: DFT, wB97M-V/def2-TZVPD

Output
orbital gap = 10.46 eV
total charge = +1
energy above the lowest of the compared OMol25 structures with the same formula, charge and spin = 1.247 eV
SMILES = C[C@]1(N)C[NH2+]CN1
HOMO = -13.718 eV

Last column: natural (NBO) charge in e.
Element x y z (Å)
1 C -1.0053 1.2615 1.2703  -0.65
2 H -1.2571 0.5543 2.0576  0.22
3 H -0.7601 1.9191 -1.2788  0.39
4 H -1.9297 1.6535 0.8530  0.24
5 H 0.8075 2.0682 -0.8259  0.39
6 N 0.0637 1.4044 -0.9966  -0.87
7 C -0.9098 -0.8396 -0.3756  -0.29
8 C 1.5318 -0.8177 -0.3029  -0.05
9 N 1.0876 0.1068 0.6427  -0.61
10 H 0.2979 -1.9120 -1.6849  0.45
11 H 2.3382 -1.4597 0.0404  0.24
12 H -1.5159 -0.6339 -1.2483  0.24
13 H 1.0499 -0.2283 1.5977  0.39
14 H -0.4479 2.0861 1.7092  0.24
15 H -1.4993 -1.2576 0.4335  0.22
16 H 1.8084 -0.2981 -1.2234  0.23
17 H 0.2525 -2.5486 -0.1566  0.44
18 N 0.2602 -1.6775 -0.6915  -0.54
19 C -0.1729 0.6190 0.1799  0.32

=====

No. 8
Molecular formula: C6H12O
Method: DFT, wB97M-V/def2-TZVPD

Output
orbital gap = 11.17 eV
total charge = 0
energy above the lowest of the compared OMol25 structures with the same formula, charge and spin = 1.100 eV
SMILES = CC(C)[C@H]1O[C@H]1C
HOMO = -10.051 eV

Last column: natural (NBO) charge in e.
Element x y z (Å)
1 H 2.6491 -0.6994 -0.1924  0.20
2 H -2.2849 2.3394 0.8535  0.22
3 C -2.0171 1.3386 0.4989  -0.64
4 C 0.5370 -0.2816 -0.5373  -0.25
5 H -2.9199 0.7184 0.5198  0.22
6 H 0.3776 -1.8974 -1.9817  0.21
7 H 2.2781 1.0102 -0.4903  0.22
8 H 0.6290 -0.7574 1.6049  0.18
9 H 2.2766 -0.1492 -1.8366  0.21
10 H -1.6804 1.4287 -0.5364  0.21
11 H -0.9330 -1.8763 -0.7868  0.21
12 H 0.6838 -2.4426 -0.3263  0.20
13 C 0.2042 -0.0192 0.9146  0.07
14 H -0.0312 0.4247 -1.1536  0.20
15 O 0.3358 1.3245 1.3631  -0.50
16 H -1.3072 0.5194 2.4047  0.18
17 C 2.0238 -0.0144 -0.7791  -0.60
18 C -0.9614 0.7385 1.3908  0.06
19 C 0.1402 -1.7047 -0.9298  -0.60